{
  "formula": "C2H3FLi2OTl",
  "method": "wB97M-V/def2-TZVPD",
  "elements": ["Tl", "F", "O", "C", "C", "Li", "Li", "H", "H", "H"],
  "xyz": [[2.67139, -2.63967, -1.44391], [2.71320, -1.20990, 0.42606], [-0.07626, 1.08548, 0.15810], [-2.26637, 0.29470, 0.02820], [-1.11622, 0.98745, -0.48716], [3.03916, -0.55176, 2.00268], [1.71285, 0.17127, 0.30881], [-2.34218, 0.20968, 1.10110], [-1.17716, 1.34094, -1.51644], [-3.15839, 0.31182, -0.57744]],
  "e_lumo_ev": -5.33,
  "de_lowest_kcal_mol": 58.0,
  "homo_energy_ha": -0.31718,
  "charge": 1,
  "largest_force_ev_per_a": 7.34,
  "e_tot_ha": -440.441441
}